[1]
Molecular formula: C5H6OS2
Method: DFT, wB97M-V/def2-TZVPD

The geometry in XYZ format:
```
14
C5H6OS2 | the Open Molecules 2025 dataset | wB97M-V/def2-TZVPD
C -1.625 -2.058 0.077
C -0.115 0.317 0.084
C 2.252 0.208 -0.118
C -0.234 1.765 -0.116
C -0.323 2.973 -0.294
H -1.053 -2.808 -0.461
H -2.677 -2.379 0.177
H -1.167 -1.934 1.077
H -0.141 0.133 1.192
H 2.277 1.173 0.438
H -0.418 4.021 -0.501
O 1.076 -0.341 -0.375
S -1.497 -0.451 -0.759
S 3.644 -0.619 -0.422
```

Properties
- Gap between HOMO and LUMO: 9.03 eV
- Total charge: 0
- ΔE to the lowest compared entry with this formula, charge and spin: 288.49 kJ/mol
- 2S+1: 1
- HOMO: -8.789 eV

Atom charges from the natural (NBO) analysis, given in e for atoms 1 to 2: -0.75 -0.14



[2]
Molecular formula: C5H6OS2
Method: DFT, wB97M-V/def2-TZVPD

The geometry in XYZ format:
```
14
C5H6OS2 | the Open Molecules 2025 dataset | wB97M-V/def2-TZVPD
C -1.910 -1.118 1.045
C -0.879 -0.097 1.181
C -0.150 0.385 0.169
C 1.778 1.543 -0.512
C 2.291 0.594 -1.291
H -3.160 -2.525 -0.274
H -0.684 0.241 2.186
H -0.225 0.038 -0.874
H 2.132 2.537 -0.493
H 3.080 0.816 -1.981
H 1.939 -0.433 -1.260
O 0.744 1.380 0.385
S -2.343 -1.541 -0.620
S -2.613 -1.819 2.338
```

Properties
- Gap between HOMO and LUMO: 8.09 eV
- Total charge: 0
- ΔE to the lowest compared entry with this formula, charge and spin: 159.85 kJ/mol
- 2S+1: 1
- HOMO: -8.686 eV

Atom charges from the natural (NBO) analysis, given in e for atoms 1 to 2: -0.28 -0.37



Q: What is the total charge in the first record?
A: 0



Q: Among the records above, which one has the highest gap between HOMO and LUMO?
A: number 1